This record from the Open Molecules 2025 dataset describes 3 unconnected molecules or ions with the total composition C3H13N3O2 in a non-equilibrium geometry. The level of theory is wB97M-V/def2-TZVPD.

XYZ file:
```
21
Properties=species:S:1:pos:R:3:forces:R:3:nbo_charge:R:1
C 0.919718 -1.302637 -0.381130 2.0 -2.3 -0.8 -0.638
C -0.243550 -0.701024 0.345673 -2.3 0.0 -1.0 -0.230
N -0.633156 0.627928 -0.162770 0.8 -0.9 -0.4 -0.648
C -1.703574 1.276292 0.445076 -2.2 2.0 0.3 0.587
N -2.955533 0.763964 0.134599 0.7 -1.4 -0.6 -0.847
N -1.569941 2.329887 1.138635 2.6 0.2 -0.3 -0.796
H 1.868961 -1.110117 0.128446 0.0 0.2 -0.1 0.214
H 0.883460 -2.455980 -0.435870 -0.3 1.6 0.6 0.206
H 1.108719 -1.131052 -1.472435 -0.8 0.8 0.9 0.232
H -0.122696 -0.549509 1.434273 0.2 -1.0 -0.4 0.202
H -1.101995 -1.372803 0.053569 0.5 0.5 1.1 0.182
H 0.200550 1.182904 -0.294750 -0.4 0.6 0.5 0.391
H -2.977781 -0.118256 -0.344556 -0.2 0.1 -0.2 0.379
H -3.841905 1.208191 0.279172 0.3 0.3 0.4 0.400
H -2.223867 3.056455 1.354052 -1.0 -0.6 -0.1 0.366
H -0.535916 -5.252604 0.239361 0.0 0.0 0.1 0.467
H -0.163059 -4.108625 1.170792 0.0 0.0 0.1 0.467
O -0.512642 -5.005454 1.169986 0.0 0.1 -0.1 -0.932
H 5.128506 2.035967 -2.028541 0.0 0.1 -0.2 0.469
H 5.219167 3.209136 -3.029550 -0.1 -0.1 -0.1 0.470
O 5.404996 2.952923 -2.123104 0.1 0.0 0.2 -0.939
```
Forces are in eV/Å.

Values from the calculation:
total energy	-11886.17105	eV
SMILES string	[H]/N=C(\N)NCC.O.O
ΔE to the lowest compared entry with this formula, charge and spin	35.8	kcal per mole
E_LUMO	0.49	eV
total charge	0

---

This record from the Open Molecules 2025 dataset describes 3 unconnected molecules or ions with the total composition C3H13N5O in a non-equilibrium geometry. The level of theory is wB97M-V/def2-TZVPD.

XYZ file:
```
22
Properties=species:S:1:pos:R:3:forces:R:3:nbo_charge:R:1
C -1.017808 -0.390366 1.266669 -0.9 -1.8 1.9 -0.326
C -2.450666 -0.087899 0.864507 0.3 0.6 -0.7 -0.648
N 1.579392 -0.933999 2.202372 -0.5 0.4 -0.4 -0.449
O 1.032050 -0.128420 1.294582 0.9 -0.1 0.2 -0.355
H 2.139443 -1.689804 1.809853 -0.2 0.2 0.0 0.347
H 2.024412 -0.428150 2.965753 -0.2 -0.1 -0.2 0.348
H -0.774653 -1.434223 1.073472 0.1 0.2 -0.3 0.187
H -0.916440 -0.243937 2.341130 0.2 0.3 -0.2 0.192
H -3.141111 -0.729854 1.425227 0.2 0.1 0.1 0.226
H -2.609817 -0.285373 -0.194879 -0.1 0.1 -0.1 0.207
H -2.702306 0.957118 1.047975 -0.1 0.0 0.0 0.214
C -0.142521 -0.242770 -2.549519 0.1 0.0 0.3 -0.408
N 0.557293 0.613614 -1.621448 0.7 -0.6 -0.7 -0.090
N -0.213134 1.338144 -0.765184 -0.6 -0.7 2.1 -0.619
N 1.867448 0.397725 -1.470306 0.0 0.7 0.4 -0.004
N 2.399033 1.125397 -0.584911 -0.3 -0.3 -0.5 -0.490
H -0.493884 0.626551 0.143941 0.7 1.6 -1.8 0.337
H 0.424435 2.014532 -0.332131 -0.1 -0.1 0.0 0.386
H 3.393654 0.895496 -0.588954 -0.1 -0.1 -0.1 0.328
H -0.864370 0.348461 -3.111626 0.1 0.0 0.0 0.211
H 0.588891 -0.697291 -3.213665 -0.1 0.0 0.0 0.223
H -0.679343 -1.024952 -2.002857 0.0 -0.1 -0.1 0.185
```
Forces are in eV/Å.

Values from the calculation:
total energy	-12811.91568	eV
ΔE to the lowest compared entry with this formula, charge and spin	131.8	kcal per mole
E_LUMO (alpha / beta)	0.06 / -0.16	eV
total charge	0

---

This record from the Open Molecules 2025 dataset describes 3 unconnected molecules or ions with the total composition C3H13NO2 in a non-equilibrium geometry. The level of theory is wB97M-V/def2-TZVPD.

XYZ file:
```
19
Properties=species:S:1:pos:R:3:forces:R:3:nbo_charge:R:1
C 0.382418 -0.295904 -1.754727 -0.4 1.3 0.4 -0.639
C -0.191602 -0.884783 -0.449789 0.7 1.2 -1.0 -0.213
N -1.166730 0.035879 0.101608 -0.9 -0.1 0.6 -0.662
C -2.258324 -0.550870 0.896248 0.0 -0.7 -0.5 -0.414
H -0.318091 0.175601 -2.456595 -0.6 -1.0 0.0 0.204
H 1.047551 -0.970576 -2.274469 0.2 -0.1 -0.1 0.209
H 0.901671 0.620885 -1.478796 0.6 -0.3 0.0 0.235
H 0.666337 -0.862382 0.246035 -0.3 -0.9 -0.1 0.171
H -0.570729 -1.887531 -0.648956 -0.1 -0.1 0.4 0.176
H -1.562318 0.679320 -0.565156 0.2 -0.2 -0.4 0.366
H -2.074978 -0.430212 1.955764 -0.3 0.4 0.3 0.185
H -3.225524 -0.143245 0.564031 0.3 0.1 0.5 0.200
H -2.372194 -1.650756 0.778686 0.3 0.4 -0.3 0.179
H 2.538612 0.668515 0.189529 0.3 0.4 -0.2 0.474
H 3.055697 -0.062593 -1.008780 0.2 -0.7 -0.5 0.461
O 2.971516 0.818443 -0.668868 -0.1 0.5 0.9 -0.929
H 0.464331 1.528026 1.428019 -0.2 -0.1 0.5 0.487
H 0.680567 1.414895 2.974606 -0.3 -0.2 0.0 0.471
O 1.031789 1.797291 2.171607 0.3 0.1 -0.7 -0.961
```
Forces are in eV/Å.

Values from the calculation:
total energy	-8906.19605	eV
SMILES string	CCNC.O.O
ΔE to the lowest compared entry with this formula, charge and spin	28.4	kcal per mole
E_LUMO	0.81	eV
total charge	0

---

This record from the Open Molecules 2025 dataset describes a molecular structure, C3H13NO2 in a non-equilibrium geometry. The level of theory is wB97M-V/def2-TZVPD.

XYZ file:
```
19
Properties=species:S:1:pos:R:3:forces:R:3:nbo_charge:R:1
C 2.116092 -1.088735 0.126818 0.3 -1.0 -0.7 -0.665
C 0.926480 -0.150284 0.013290 1.6 0.7 -3.8 0.232
C 0.925821 1.022059 0.910102 -2.9 0.8 0.4 -0.669
N 0.655221 0.146625 -1.440619 -0.2 -0.4 0.9 -0.889
H 1.828504 -2.094245 0.493549 0.3 0.5 -0.2 0.225
H 2.516108 -1.183114 -0.903948 -0.3 -0.3 0.6 0.252
H 2.960579 -0.733899 0.718367 -0.4 0.3 0.4 0.225
H -0.066239 -0.727177 0.266325 -0.4 -0.8 0.3 -0.021
H 0.681210 0.581352 1.892730 0.4 0.9 0.0 0.245
H 1.848228 1.594825 0.879384 0.2 -0.3 0.0 0.240
H 0.045757 1.695039 0.563711 1.5 -1.0 0.9 0.251
H -0.368068 0.227238 -1.520392 -0.2 -0.1 -0.1 0.426
H 0.934664 1.083845 -1.722338 0.4 0.0 0.5 0.364
H -0.695428 -1.394908 0.091171 -0.4 1.7 1.3 0.519
H -2.563039 -0.539841 1.617015 0.0 -0.3 0.0 0.476
O -1.694729 -0.380076 1.232373 0.6 -1.3 -0.1 -1.008
H -1.919697 0.013879 0.145290 -0.8 1.1 -1.0 0.477
H -2.939633 0.224601 -1.325795 0.1 0.0 0.0 0.456
O -2.097000 0.514185 -0.967489 0.4 -0.5 0.5 -1.134
```
Forces are in eV/Å.

Values from the calculation:
total energy	-8901.66762	eV
ΔE to the lowest compared entry with this formula, charge and spin	132.8	kcal per mole
E_LUMO	-1.71	eV
total charge	0